Entry 1:
ORCA calculation (ωB97M-V with the def2-TZVPD basis set) on a 3-piece molecular cluster, C4H6N2O overall at a distorted geometry.

```
13
Properties=species:S:1:pos:R:3:forces:R:3:lowdin_charge:R:1
C -1.7778 1.8010 -0.3378 -0.257 -0.004 -0.082 -0.0131
O -0.4015 1.9011 0.0903 0.241 -0.266 0.072 0.0039
C 0.2490 0.7968 0.2102 -0.196 0.195 -0.064 -0.4002
C 1.7208 0.8448 0.7139 0.031 -0.517 -0.039 0.0686
N 1.8934 -0.4573 0.6935 0.245 0.558 0.095 -0.0391
C 0.7912 -1.2824 0.1260 -0.132 0.350 0.013 -0.0295
N -0.2211 -0.3985 -0.0807 0.170 0.027 0.113 0.0666
H -1.8276 1.2312 -1.2657 -0.021 0.073 0.112 0.0967
H -2.1191 2.8257 -0.4736 0.083 -0.147 0.029 0.0969
H -2.3514 1.2935 0.4391 0.045 0.054 -0.126 0.1015
H 0.6025 -4.2853 -0.6663 0.194 3.370 1.122 0.0038
H 2.7842 -0.8777 0.9279 -0.193 -0.037 -0.038 0.1127
H 0.6575 -3.3928 -0.3770 -0.211 -3.655 -1.206 -0.0687
```
Positions in Å, forces in eV/Å.

Results
Energy above the lowest of the compared OMol25 structures with the same formula, charge and spin ... 701.16 kJ/mol
Maximum force ... 0.075 Eh/bohr
DFT total energy ... -340.52785 a.u.
Gap between HOMO and LUMO ... 7.01 eV



Entry 2:
ORCA calculation (ωB97M-V with the def2-TZVPD basis set) on an isolated molecule of C3H5N at a distorted geometry.

```
9
Properties=species:S:1:pos:R:3:forces:R:3:lowdin_charge:R:1
C 0.2887 -0.2417 -0.9020 -0.338 0.462 -2.270 -0.1430
C 0.1320 -0.3074 0.6093 -0.057 1.376 -0.029 -0.2398
C -0.6955 0.8667 1.0038 -0.241 0.255 0.748 -0.2488
N -1.3384 1.7743 1.3218 0.626 -0.854 -0.409 0.1306
H 0.9626 0.5484 -1.3074 -0.276 -0.387 0.796 0.0787
H 0.7151 -1.1983 -1.2799 -0.591 0.569 0.122 0.0752
H -0.7213 0.0270 -1.4293 1.705 -0.978 1.072 0.1137
H -0.4377 -1.2094 0.7983 0.082 -0.134 0.583 0.1046
H 1.0946 -0.2596 1.1855 -0.911 -0.308 -0.612 0.1289
```
Positions in Å, forces in eV/Å.

Results
Energy above the lowest of the compared OMol25 structures with the same formula, charge and spin ... 27.71 kJ/mol
Maximum force ... 0.046 Eh/bohr
DFT total energy ... -172.04453 a.u.
Structure (SMILES) ... CCC#N
Gap between HOMO and LUMO ... 12.51 eV



Entry 3:
ORCA calculation (ωB97M-V with the def2-TZVPD basis set) on a 8-piece molecular cluster, C10H35ClO11 overall at a distorted geometry.

```
57
Properties=species:S:1:pos:R:3:forces:R:3:lowdin_charge:R:1
O -0.9839 -0.0312 0.4038 0.899 0.467 -0.318 0.3951
H -1.2414 -0.5820 1.1467 -0.498 -0.830 0.850 0.1896
H -1.3748 -0.2161 -0.4533 -0.595 -0.676 -0.695 0.1773
H -1.0833 0.9037 0.5980 -0.021 1.100 0.533 0.1827
Cl -2.3856 0.4211 5.1811 -1.697 -2.019 -0.994 0.5965
O -1.1125 0.2008 4.5879 2.134 1.179 -1.538 -0.4180
O -3.4221 0.3996 4.1394 0.480 0.937 0.026 -0.4312
O -2.5855 -0.7797 5.9340 -0.792 0.136 1.840 -0.3805
O -2.4345 1.6508 5.9188 0.024 -0.283 0.104 -0.3550
C 3.1626 -4.5334 -2.3704 0.466 -0.534 0.770 -0.0706
C 2.9729 -3.1873 -3.0516 -0.670 -1.531 -0.825 -0.4676
C 2.5799 -3.4254 -4.5304 0.280 0.886 -0.610 -0.0574
O 1.9206 -2.5067 -2.3759 -0.379 0.472 -0.334 -0.0660
H 2.2307 -5.0567 -2.1561 -0.364 0.391 -0.168 0.0832
H 3.6466 -4.3817 -1.4056 0.067 -0.033 0.192 0.0748
H 3.7527 -5.2912 -2.8857 0.289 0.416 -0.364 0.0792
H 3.8672 -2.5714 -2.9565 0.247 -0.147 -0.348 0.1310
H 3.2495 -4.0504 -5.1212 0.517 -0.270 0.664 0.0738
H 2.6225 -2.5028 -5.1093 -0.290 0.349 0.207 0.0684
H 1.6058 -3.8698 -4.7344 -0.216 0.098 0.731 0.0801
H 2.0702 -2.6070 -1.4329 0.055 -0.011 0.196 0.0733
C -0.3073 6.1619 1.4607 0.697 -0.416 -0.138 -0.0690
C -1.2385 4.9972 1.7332 0.217 1.426 0.042 -0.5157
C -2.6432 5.5024 1.9840 -0.214 -0.133 0.319 -0.0561
O -1.2800 4.1328 0.6242 0.325 -1.218 -0.514 -0.0664
H -0.1573 6.7343 2.3761 -0.193 0.350 -0.215 0.0864
H -0.6412 6.7510 0.6066 -0.206 0.347 0.217 0.0801
H 0.6689 5.7675 1.1783 0.138 -0.038 0.030 0.0755
H -0.7595 4.4603 2.5520 -0.626 -0.394 0.109 0.1447
H -3.2993 4.6327 2.0194 -0.256 0.245 0.284 0.0843
H -2.9559 6.1544 1.1685 0.047 -0.163 -0.422 0.0776
H -2.7579 6.1541 2.8501 0.135 -0.411 0.334 0.0858
H -1.6074 4.6166 -0.1375 -0.058 0.154 -0.056 0.0858
C 3.1984 2.4240 -1.9574 -0.588 0.153 -0.795 -0.1507
O 2.1059 1.7507 -2.5808 -0.108 -0.454 0.080 -0.1393
H 2.9898 2.5646 -0.8968 0.313 0.084 0.060 0.0731
H 4.1352 1.9004 -2.1478 0.090 0.048 0.255 0.0779
H 3.2157 3.3719 -2.4951 0.347 0.209 0.455 0.0789
H 2.2560 0.8054 -2.5071 -0.103 -0.133 -0.029 0.0555
C -1.6607 -5.0345 0.8167 0.940 -0.288 -0.411 -0.1781
O -1.8086 -3.8972 1.6243 -0.214 0.572 0.127 -0.1202
H -0.5921 -5.1568 0.6402 0.146 -0.150 0.292 0.0724
H -2.0298 -5.9353 1.3072 -0.138 -0.037 -0.205 0.0839
H -2.0414 -4.9072 -0.1967 -0.668 -0.036 0.051 0.0711
H -2.6644 -3.9368 2.0575 -0.036 0.114 0.101 0.0806
C -4.7914 0.1828 -2.3989 -1.243 0.408 -0.943 -0.1840
O -3.6273 -0.5425 -2.5163 2.108 -1.138 0.518 -0.1313
H -5.1089 0.2888 -1.3615 0.179 0.046 -0.092 0.0870
H -4.6371 1.1379 -2.9009 -0.421 0.418 0.329 0.0796
H -5.5371 -0.3751 -2.9653 -0.686 0.344 0.279 0.0830
H -3.6101 -0.9267 -3.3959 0.226 -0.034 0.095 0.0827
C 3.5726 -1.0326 2.3042 0.353 1.328 0.315 -0.1865
O 2.6421 -1.9763 1.8745 -0.216 -0.972 0.029 -0.1210
H 4.1399 -0.6823 1.4419 0.039 0.034 0.096 0.0766
H 3.0482 -0.1985 2.7706 0.011 0.400 -0.153 0.0766
H 4.2561 -1.3682 3.0842 0.190 -0.464 -0.201 0.0807
H 2.4701 -2.5050 2.6571 -0.462 -0.300 -0.166 0.0799
```
Positions in Å, forces in eV/Å.

Results
Energy above the lowest of the compared OMol25 structures with the same formula, charge and spin ... 91.87 kJ/mol
Maximum force ... 0.056 Eh/bohr
DFT total energy ... -1689.33572 a.u.
Gap between HOMO and LUMO ... 6.69 eV



Entry 4:
ORCA calculation (ωB97M-V with the def2-TZVPD basis set) on a 2-piece molecular cluster, C7H5N2O2S2 overall at a distorted geometry.

```
18
Properties=species:S:1:pos:R:3:forces:R:3:lowdin_charge:R:1
C 2.6211 -0.6905 0.3332 -0.833 -3.027 -1.365 -0.1281
C 1.5663 -0.2467 1.0970 -1.001 -0.008 0.189 -0.0913
C 2.3310 -1.6146 -0.7208 0.697 1.010 1.290 -0.2210
C 0.2296 -0.6953 0.9205 0.275 -1.081 -2.972 -0.4590
C 0.1418 -1.6012 -0.2704 0.653 0.041 1.658 -0.6880
C -5.5346 0.4092 -0.1031 4.303 -1.046 -0.186 -0.5469
C -4.0819 0.6881 0.1304 -1.801 0.508 -0.536 -0.0135
N 1.1086 -2.1033 -0.9870 0.172 1.174 0.005 -0.0082
N -0.8925 -0.3691 1.5078 -0.768 0.611 1.091 -0.3960
O -6.3637 -0.3904 0.1457 -1.940 0.336 -0.345 0.1279
O -5.0565 1.3220 -0.9272 -1.748 0.376 0.178 0.0429
S -1.4462 -2.1871 -0.6208 -1.585 -0.150 -0.282 0.5620
S -2.2561 -1.3476 1.1519 1.553 -0.315 0.453 0.4637
H 3.6094 -0.7743 0.7864 0.162 1.020 -0.599 0.0854
H 1.7944 0.4595 1.8347 0.041 0.810 1.413 0.0673
H 3.0967 -1.9469 -1.3717 0.854 -0.495 -0.362 0.0536
H -4.0122 1.4033 0.9658 1.244 -0.492 -0.645 0.1130
H -3.3388 0.1216 -0.4542 -0.277 0.729 1.015 0.0364
```
Positions in Å, forces in eV/Å.

Results
Energy above the lowest of the compared OMol25 structures with the same formula, charge and spin ... 210.82 kJ/mol
Maximum force ... 0.086 Eh/bohr
Net charge ... -1
DFT total energy ... -1326.05556 a.u.
Gap between HOMO and LUMO ... 5.56 eV



Entry 5:
ORCA calculation (ωB97M-V with the def2-TZVPD basis set) on C10H8EuN3O6 as an isolated structure at a distorted geometry.

```
28
Properties=species:S:1:pos:R:3:forces:R:3:lowdin_charge:R:1
O -2.5183 5.0359 0.9436 1.600 -2.310 -0.787 0.0401
C -1.9165 4.1190 0.5810 -0.787 3.032 1.343 0.0087
Eu -0.7076 0.0662 -2.1550 -2.015 0.215 3.921 1.7705
O -1.8835 1.2822 0.8962 -0.798 -1.280 -2.091 0.0080
C -2.6552 0.9552 -0.0429 -0.009 1.963 2.392 -0.4923
C -2.9116 -0.5323 -0.2839 -1.073 -0.820 0.220 -0.2041
O -3.4281 -1.3053 0.4560 0.976 0.648 -0.829 0.1165
C -4.2665 1.3794 -1.8821 0.530 1.184 -2.102 0.0026
O -4.5813 1.5153 -2.9995 -0.104 -0.916 1.899 0.2080
C -3.4391 1.9169 -0.8165 1.487 0.304 0.243 -0.4371
O -3.4332 3.1725 -0.6561 -1.250 -2.142 -0.804 -0.0448
H 0.2972 0.0603 -3.4812 1.889 -0.004 -3.382 -0.1183
C 3.9328 0.0582 -0.4699 0.518 0.127 -0.188 0.0224
N 2.7855 -0.6333 0.1161 0.101 -0.105 0.085 -0.0386
C 2.9042 -1.3673 1.2609 -0.210 0.156 -0.321 0.0135
C 1.8061 -1.9691 1.7662 0.146 -0.257 0.655 0.0234
C 0.5710 -1.8008 1.0787 -1.953 -0.334 -0.375 -0.3011
N 0.4711 -1.1415 -0.1101 0.794 -0.003 0.631 0.0900
C 1.5971 -0.5234 -0.5312 0.179 1.090 -1.087 -0.4968
O 1.5748 0.2380 -1.5759 -1.241 -1.231 1.129 -0.2161
N -0.5571 -2.3378 1.6040 1.380 0.237 0.176 0.2111
H 4.4914 0.5536 0.3312 -0.085 -0.094 -0.277 0.1107
H 3.5357 0.7795 -1.1901 0.414 -0.133 0.372 0.0963
H 4.5687 -0.6648 -1.0020 -0.155 0.263 0.227 0.1167
H 3.9099 -1.3851 1.6852 -0.438 -0.152 0.023 0.1572
H 1.8269 -2.5507 2.6965 0.103 0.355 -0.532 0.1364
H -0.4863 -2.7260 2.5381 -0.147 0.033 -0.337 0.1316
H -1.4881 -2.1949 1.2428 0.148 0.174 -0.205 0.0854
```
Positions in Å, forces in eV/Å.

Results
Maximum force ... 0.086 Eh/bohr
Net charge ... +1
DFT total energy ... -1711.42403 a.u.
Gap between HOMO and LUMO (alpha / beta) ... 4.12 / 5.71 eV
2S+1 ... 8